Below is C13H43CoN12O8 as an isolated structure at a distorted geometry, with properties calculated with the ωB97M-V functional and the def2-TZVPD basis.

Output
Charge: +1
Expectation value of S²: 3.756
Spin multiplicity: 4
Orbital gap (alpha / beta) in eV: 7.058 / 6.776

Cartesian coordinates (Å):
Co -14.5524 -19.1300 15.8152
O -14.2383 -17.2765 15.2230
H -13.8822 -16.9911 14.3591
C -9.8756 -15.6635 8.4789
C -10.3418 -15.6884 9.8804
C -11.5256 -16.7264 10.1524
O -11.8125 -16.8240 11.5515
C -12.9919 -17.6366 11.7480
N -9.1885 -16.1042 10.7231
H -10.6971 -15.3021 7.8604
H -9.6862 -16.6706 8.1073
H -9.1300 -14.9064 8.2362
H -10.6568 -14.6548 10.0233
H -11.2507 -17.6825 9.7070
H -12.3481 -16.2995 9.5785
H -13.8411 -17.4128 11.1022
H -13.3188 -17.6426 12.7878
H -12.6631 -18.6476 11.5076
H -9.5116 -16.3800 11.6394
H -8.7891 -16.9626 10.3715
C -12.2965 -13.8920 16.5448
C -13.6231 -14.1081 17.1710
C -14.8200 -13.6498 16.2286
O -16.0406 -14.1450 16.7703
C -17.1871 -13.5000 16.4127
N -13.5771 -15.5181 17.3388
H -12.0589 -12.8383 16.3984
H -12.2236 -14.3463 15.5567
H -11.5537 -14.3383 17.2060
H -13.7927 -13.7260 18.1777
H -14.8135 -14.0797 15.2270
H -14.8688 -12.5609 16.2388
H -17.4828 -13.8845 15.4366
H -16.9766 -12.4307 16.3918
H -17.8652 -13.6757 17.2477
H -13.8276 -16.0235 16.5010
H -14.3441 -15.6813 17.9754
C -12.2046 -20.5610 14.3630
O -12.7798 -19.5757 14.8038
N -12.8682 -21.5114 13.7736
N -10.9604 -20.8923 14.4994
H -12.3346 -22.2112 13.2781
H -13.8490 -21.4863 13.5341
H -10.6272 -21.7761 14.1417
H -10.3730 -20.2577 15.0213
C -12.8410 -18.6452 18.6342
O -13.3836 -18.8535 17.5101
N -12.7741 -19.3937 19.7044
N -12.3622 -17.4643 18.8364
H -13.0781 -20.3548 19.6420
H -12.6013 -18.9782 20.6086
H -12.2182 -17.3611 19.8307
H -12.6381 -16.6818 18.2605
C -17.0090 -17.8368 17.3807
O -16.0296 -18.5783 17.1838
N -17.0373 -16.5266 17.2048
N -18.1904 -18.1999 17.8072
H -16.3622 -15.9178 16.7647
H -17.7869 -15.9825 17.6076
H -18.9150 -17.5314 18.0267
H -18.1568 -19.2093 17.8210
C -10.4858 -17.1399 15.0118
O -9.3544 -17.2796 14.5027
N -10.6789 -17.2459 16.3046
N -11.5294 -16.6261 14.4093
H -9.9244 -17.7274 16.7727
H -11.5905 -17.0964 16.7130
H -12.4011 -16.6846 14.9161
H -11.3501 -16.4590 13.4295
C -16.7860 -15.7128 13.1643
O -17.2816 -14.6474 12.7490
N -17.4480 -16.6660 13.7130
N -15.5440 -16.0820 12.9945
H -18.4429 -16.5546 13.8460
H -17.0319 -17.5832 13.7894
H -15.1402 -16.7793 13.6036
H -14.8708 -15.5792 12.4341


Below is C3H4N4O as an isolated structure at a distorted geometry, with properties calculated with the ωB97M-V functional and the def2-TZVPD basis.

Output
Relative energy (zero: lowest compared OMol25 entry of this formula, charge and spin) in kcal/mol: 155.0
Orbital gap in eV: 7.530

Cartesian coordinates (Å):
C 0.6601 0.4600 0.4490
C 0.1001 1.7106 -0.1059
C -0.5230 -1.8670 0.2455
H 2.2359 1.3692 1.3293
H 0.3727 2.8669 -0.1893
H -1.6695 -0.7433 -1.5204
H -0.1072 -2.4797 1.2347
N 1.8230 0.3677 1.1300
N -0.8892 1.3865 -0.8414
N -0.7120 -0.0231 -0.9956
N 0.0477 -0.5625 -0.2522
O -1.3385 -2.4853 -0.4838


Below is an isolated ion of composition C4H11N2O2 and charge -1 at a distorted geometry, with properties calculated with the ωB97M-V functional and the def2-TZVPD basis.

Output
Relative energy (zero: lowest compared OMol25 entry of this formula, charge and spin) in kcal/mol: 77.0
Charge: -1
SMILES: N[C@@H](CO)CNC[O-]
Orbital gap in eV: 5.661

Cartesian coordinates (Å):
N -0.1439 1.8930 1.3547
C 0.3292 1.0628 0.2836
C 1.7078 0.3921 0.5821
O 2.2793 0.8362 1.8089
C -0.6772 -0.0156 -0.0204
N -0.3334 -0.6220 -1.2994
C -1.1530 -1.8842 -1.5632
O -2.4459 -1.7599 -1.3955
H 0.3599 2.7485 1.5188
H -0.3060 1.4171 2.2272
H 0.4696 1.6694 -0.6123
H 2.3617 0.5449 -0.2860
H 1.5599 -0.6931 0.5696
H 3.1036 0.3510 1.8877
H -0.6189 -0.7618 0.7635
H -1.6823 0.4234 0.0245
H -0.6479 0.0272 -2.0118
H -0.8184 -2.1527 -2.5916
H -0.5936 -2.6415 -0.9380


Below is an isolated ion of composition C4H10NO and charge -1 at a distorted geometry, with properties calculated with the ωB97M-V functional and the def2-TZVPD basis.

Output
Relative energy (zero: lowest compared OMol25 entry of this formula, charge and spin) in kcal/mol: 34.1
Charge: -1
SMILES: C[C@@H](N)CC[O-]
Orbital gap in eV: 6.524

Cartesian coordinates (Å):
C -0.9059 1.5171 0.0798
C -0.0908 0.5229 -0.8076
N 0.7192 1.1252 -1.9105
C 0.7414 -0.4795 -0.0227
C 0.1432 -1.6535 0.9479
O -0.6584 -1.2173 1.9748
H -1.4542 0.9252 0.8485
H -1.7263 2.0779 -0.5437
H -0.2539 2.1526 0.6132
H -0.7430 -0.2936 -1.1628
H 1.3191 1.8911 -1.7016
H 0.1855 1.3054 -2.8137
H 1.3959 0.0148 0.6426
H 1.3948 -1.1269 -0.7176
H 1.2045 -2.1984 1.1136
H -0.4174 -2.3283 0.1111


Below is C51H81BN3O4Ti as an isolated structure at a distorted geometry, with properties calculated with the ωB97M-V functional and the def2-TZVPD basis.

Output
Relative energy (zero: lowest compared OMol25 entry of this formula, charge and spin) in kcal/mol: 53.5
Charge: +1
Orbital gap in eV: 4.049

Cartesian coordinates (Å):
Ti 0.7502 0.1551 -0.0107
C -4.9220 4.8420 1.3172
C -3.5982 4.6014 2.0545
C -2.9074 5.9487 2.3188
C -3.9050 3.9504 3.4055
C -2.6884 3.7226 1.1909
C -2.2636 2.4700 1.6031
C -1.4145 1.7220 0.8016
N -0.7405 0.5413 1.1172
C -0.9006 -0.3054 2.2249
C -2.0808 -0.6043 2.8662
C -2.1009 -1.5348 3.8995
C -0.9142 -2.1804 4.2017
C 0.2939 -1.9562 3.5259
C 0.3010 -0.9585 2.5543
O 1.3873 -0.5363 1.8206
C 1.5113 -2.8505 3.8085
C 2.6099 -2.0259 4.4869
C 1.1732 -4.0281 4.7215
C 2.0423 -3.4319 2.4876
C -3.4267 -1.8679 4.5853
C -4.3444 -2.5642 3.5701
C -4.0942 -0.5736 5.0745
C -3.2402 -2.7928 5.7888
C -0.9601 2.2315 -0.4246
O -0.0600 1.3893 -1.0497
C -1.3295 3.5078 -0.8401
C -2.2201 4.2055 -0.0288
C -0.6957 4.1487 -2.0832
C -0.9956 3.2831 -3.3157
C 0.8247 4.2416 -1.8488
C -1.2110 5.5639 -2.3489
H -5.5713 5.4927 1.9107
H -5.4466 3.8978 1.1488
H -4.7605 5.3192 0.3479
H -3.4950 6.5363 3.0301
H -2.8019 6.5391 1.4058
H -1.9102 5.7944 2.7402
H -4.5601 4.6057 3.9838
H -2.9934 3.7873 3.9869
H -4.4185 2.9923 3.2838
H -2.5461 2.0691 2.5669
H -2.9982 -0.1545 2.5030
H -0.9311 -2.9323 4.9756
H 2.2208 -1.5046 5.3652
H 3.0008 -1.2933 3.7817
H 3.4382 -2.6688 4.8043
H 0.8931 -3.7020 5.7268
H 2.0555 -4.6658 4.8181
H 0.3615 -4.6325 4.3106
H 2.2371 -2.6508 1.7536
H 1.3059 -4.1184 2.0580
H 2.9696 -3.9889 2.6648
H -4.5859 -1.9055 2.7328
H -5.2822 -2.8592 4.0514
H -3.8658 -3.4591 3.1669
H -4.3249 0.1024 4.2473
H -3.4440 -0.0463 5.7783
H -5.0338 -0.8058 5.5843
H -2.8527 -3.7712 5.4915
H -4.2064 -2.9543 6.2722
H -2.5635 -2.3545 6.5280
H -2.5496 5.1850 -0.3485
H -0.6139 2.2696 -3.1774
H -0.5382 3.7204 -4.2113
H -2.0752 3.2233 -3.4792
H 1.2729 3.2556 -1.7227
H 1.0237 4.8169 -0.9417
H 1.3095 4.7510 -2.6897
H -2.2912 5.5798 -2.5152
H -0.7309 5.9505 -3.2521
H -0.9699 6.2422 -1.5280
C 2.2110 -1.2409 -3.2114
C 1.1671 -2.0656 -3.3500
C -0.0593 -1.1489 -3.8797
C 0.4874 0.0416 -4.1808
C 1.8822 0.0281 -3.8080
C 2.8723 1.0398 -4.2068
C 3.9592 1.2287 -3.1388
C 3.5015 0.4520 -5.5009
C 2.2184 2.3911 -4.5271
C -1.5492 -1.3628 -4.0168
C -1.8986 -1.3382 -5.5215
C -2.2360 -0.1540 -3.3280
C -2.1379 -2.6286 -3.3925
C 1.3244 -3.5611 -3.4038
C 0.8959 -3.9917 -4.8257
C 2.8003 -3.9449 -3.2260
C 0.5511 -4.3586 -2.3316
H 3.1927 -1.5175 -2.8685
H -0.0283 0.8866 -4.6086
H 4.5306 0.3140 -2.9679
H 3.5146 1.5367 -2.1928
H 4.6470 2.0072 -3.4684
H 4.0315 -0.4818 -5.3047
H 4.2073 1.1875 -5.8881
H 2.7406 0.2649 -6.2615
H 1.6458 2.7665 -3.6744
H 1.5504 2.3216 -5.3893
H 2.9958 3.1176 -4.7643
H -1.5284 -0.4332 -6.0065
H -2.9845 -1.3661 -5.6260
H -1.4818 -2.2017 -6.0455
H -2.1205 0.7626 -3.9102
H -1.8306 0.0166 -2.3304
H -3.3023 -0.3624 -3.2374
H -1.7901 -3.5392 -3.8742
H -3.2201 -2.5962 -3.5224
H -1.9394 -2.6848 -2.3226
H 1.4511 -3.4379 -5.5892
H -0.1672 -3.8412 -5.0044
H 1.1122 -5.0532 -4.9467
H 3.4355 -3.5010 -3.9972
H 2.8886 -5.0280 -3.3021
H 3.1724 -3.6502 -2.2409
H -0.5264 -4.2954 -2.4214
H 0.8283 -4.0306 -1.3305
H 0.8348 -5.4080 -2.4300
O 2.7797 -0.0573 -0.4789
C 2.9501 0.8858 0.3589
O 2.0790 1.7696 0.5617
C 4.1152 0.9027 1.3235
N 3.4779 1.0289 2.6825
C 4.5846 0.7522 3.6466
C 5.4404 -0.3220 2.9466
C 4.9339 -0.3671 1.4818
H 4.7313 1.7835 1.1451
H 2.6881 0.3326 2.6667
H 3.0359 1.9379 2.7993
H 4.1887 0.4558 4.6114
H 5.1433 1.6777 3.7673
H 5.3268 -1.2911 3.4254
H 6.4909 -0.0458 3.0014
H 4.2764 -1.2226 1.3268
H 5.7397 -0.4216 0.7556
B -1.5484 -3.5582 0.2909
C -0.6423 -2.4032 -0.1984
N 0.0262 -1.5382 -0.6041
H -0.8497 -4.5380 0.4594
H -2.4075 -3.7287 -0.5540
H -2.0173 -3.1493 1.3323


Below is one molecule with the formula C9H15P at a distorted geometry, with properties calculated with the ωB97M-V functional and the def2-TZVPD basis.

Output
Relative energy (zero: lowest compared OMol25 entry of this formula, charge and spin) in kcal/mol: 74.0
Orbital gap (alpha / beta) in eV: 7.745 / 7.752

Cartesian coordinates (Å):
C -2.1721 0.8228 0.6325
C -2.0289 -0.2670 -0.2336
C -0.6543 2.4653 -0.4869
C -1.3383 2.0864 0.5591
C -1.4772 3.0303 1.7603
C 0.2198 -2.5553 -0.1436
C 1.6537 -1.4376 -2.0405
C 1.3411 -0.3508 0.2432
C 0.7364 -1.2539 -0.8392
P -0.7835 -0.1853 -1.6031
H -2.9016 0.8210 1.4918
H -2.5533 -1.2964 -0.2615
H -0.1321 3.4209 -0.6756
H -2.5152 3.0558 2.1131
H -1.1310 4.0845 1.4926
H -1.0131 2.6275 2.7431
H 1.0870 -3.0077 0.3778
H -0.6236 -2.5461 0.5757
H -0.1475 -3.1558 -1.0180
H 2.7380 -1.7545 -1.7799
H 1.5968 -0.4115 -2.4992
H 1.3696 -2.0905 -2.9307
H 2.1074 -1.0511 0.7063
H 1.8611 0.5358 -0.1170
H 0.6181 -0.1317 1.0846


Below is C21H43BeBr3ClLiN7O11S2 as an isolated structure at a distorted geometry, with properties calculated with the ωB97M-V functional and the def2-TZVPD basis.

Output
Charge: +1
Orbital gap in eV: 1.555

Cartesian coordinates (Å):
N 2.3930 -2.2364 -1.0995
C 1.1486 -1.7527 -0.9881
C 0.0063 -2.5598 -0.7132
C -1.2000 -1.9512 -0.6427
O -2.3152 -2.6239 -0.3946
C -1.2487 -0.5151 -0.8491
N -2.4951 0.0975 -0.8185
N -0.2069 0.2015 -1.0763
N 0.9438 -0.4526 -1.1352
H 2.4066 -3.2624 -0.8435
H 3.0270 -1.6943 -0.5205
H 0.1179 -3.6305 -0.5851
H -2.7843 -2.8663 -1.2130
H -2.4202 1.0688 -1.0834
H -2.9527 -0.0231 0.0747
H 1.7636 0.1174 -1.3049
O -0.7887 3.6438 -1.6632
S 0.6815 3.9779 -1.8645
O 0.6077 4.8650 -3.1740
O 1.4139 2.7611 -2.1722
O 1.2390 4.7238 -0.7915
Be -0.7726 4.8305 -2.9134
N -3.2350 -5.2529 -1.9042
C -4.0209 -5.0231 -2.9596
C -5.3003 -5.5403 -3.0921
C -5.7873 -6.3436 -2.0748
C -4.9848 -6.5945 -0.9698
C -3.7243 -6.0242 -0.9320
H -3.5937 -4.3969 -3.7326
H -5.8910 -5.3189 -3.9686
H -6.7804 -6.7695 -2.1399
H -5.3312 -7.2161 -0.1553
H -3.0647 -6.1854 -0.0856
C 6.3903 -0.8715 -4.8222
S 5.4855 -1.5060 -3.4032
O 6.4197 -2.3604 -2.6303
C 4.3984 -2.5963 -4.3270
H 7.1569 -0.1891 -4.4604
H 6.8589 -1.6972 -5.3570
H 5.7059 -0.3343 -5.4791
H 4.9926 -3.3127 -4.8932
H 3.7762 -2.0031 -4.9994
H 3.7646 -3.1298 -3.6150
Cl 2.6933 -5.1141 -1.4923
C 4.9998 -0.9730 4.5455
C 3.7184 -1.6443 4.0768
C 3.6889 -1.9549 2.5791
O 3.4824 -0.7580 1.8404
C 4.6920 -0.1601 1.3331
N 2.5598 -0.7111 4.3290
H 5.0842 0.0527 4.1833
H 5.0377 -0.9332 5.6357
H 5.8689 -1.5304 4.2037
H 3.5391 -2.5451 4.6628
H 2.8293 -2.6005 2.3733
H 4.5773 -2.4950 2.2527
H 5.4753 -0.8995 1.1682
H 5.0461 0.6099 2.0195
H 4.4557 0.3199 0.3852
H 2.5897 -0.2519 5.2392
H 1.6666 -1.1993 4.2362
H 2.5724 0.0066 3.5905
C -3.2514 6.9731 2.3763
C -3.8664 5.6421 1.9545
C -3.2117 4.4199 2.6127
O -1.9519 4.0747 2.0668
C -0.8617 4.8471 2.5434
N -3.8323 5.5431 0.4897
H -2.3012 7.1678 1.8798
H -3.9199 7.7936 2.1174
H -3.0866 7.0066 3.4553
H -4.9132 5.6562 2.2698
H -3.8564 3.5547 2.4325
H -3.1433 4.5375 3.7019
H -0.9820 5.1212 3.5929
H -0.7329 5.7413 1.9302
H 0.0466 4.2513 2.4447
H -4.3349 4.7064 0.2057
H -2.8681 5.3518 0.2274
C -5.1616 -3.5533 -6.3162
O -5.1319 -2.6637 -7.1997
O -6.3918 -3.6694 -5.6756
O -4.2554 -4.3085 -5.9558
H -6.8518 -2.9709 -6.1704
Li -0.4313 2.3013 -3.9748
C -0.1691 5.0758 6.8332
Br -2.0820 5.2803 6.8528
Br 0.3218 3.2281 6.5285
Br 0.6528 6.2716 5.5732
H 0.1910 5.3481 7.8147


Below is C42H39KN9O2Se2 as an isolated structure at a distorted geometry, with properties calculated with the ωB97M-V functional and the def2-TZVPD basis.

Output
Relative energy (zero: lowest compared OMol25 entry of this formula, charge and spin) in kcal/mol: 30.8
Charge: -1
Orbital gap in eV: 4.243

Cartesian coordinates (Å):
K -0.6464 -0.8484 0.9574
O 1.1555 -1.8530 1.7662
C 1.4224 -2.3987 2.8703
C 2.1732 -3.6110 2.9322
C 2.4481 -4.2528 4.1072
C 2.0102 -3.7271 5.3261
C 1.3003 -2.5500 5.3202
C 0.9885 -1.8680 4.1395
C 0.2303 -0.6649 4.2379
N -0.2287 -0.0103 3.2396
N -0.9105 1.1230 3.4472
C -1.2916 1.8140 2.3964
O -1.0327 1.5639 1.1923
C -2.0847 3.0258 2.7541
C -2.0233 3.5698 4.0332
C -2.7832 4.6736 4.3647
C -3.6156 5.2561 3.4214
C -3.6695 4.7342 2.1402
C -2.9027 3.6326 1.8066
H 2.5199 -4.0070 1.9877
H 2.9950 -5.1875 4.0942
H 2.2231 -4.2363 6.2564
H 0.9588 -2.1283 6.2581
H 0.0291 -0.3012 5.2564
H -1.3752 3.1022 4.7581
H -2.7369 5.0854 5.3642
H -4.2242 6.1093 3.6867
H -4.3187 5.1837 1.4011
H -2.9434 3.2178 0.8102
Se -7.2782 -4.6499 -2.2885
N -6.9869 -3.8066 -0.7430
C -5.6963 -3.5076 -0.6723
C -5.0880 -2.8303 0.4323
C -5.8088 -2.4458 1.5689
C -5.1493 -1.8077 2.5947
C -3.7803 -1.5592 2.4507
N -3.0891 -1.9059 1.3934
C -3.7009 -2.5407 0.3899
C -2.9013 -2.9592 -0.7361
N -1.5915 -2.7044 -0.7006
C -0.8341 -3.1135 -1.6870
C -1.3257 -3.7940 -2.8068
C -2.6735 -4.0622 -2.8690
C -3.4999 -3.6525 -1.8178
C -4.9072 -3.9151 -1.7914
N -5.5638 -4.5409 -2.7596
H -6.8660 -2.6632 1.6140
H -5.6655 -1.5079 3.4937
H -3.2186 -1.0641 3.2317
H 0.2204 -2.9077 -1.5755
H -0.6552 -4.1037 -3.5955
H -3.1159 -4.5893 -3.7018
N -1.4322 1.0485 -1.3818
C -1.3166 0.2672 -2.2282
H -1.4468 1.5850 -0.5243
C 5.1756 1.5640 0.9270
C 4.7125 2.5472 -0.1396
C 3.4540 3.3164 0.2655
C 2.1830 2.4624 0.2569
N 1.8915 1.9625 -1.0583
C 1.9866 0.6511 -1.4358
Se 2.4110 -0.7167 -0.3562
N 1.6075 0.5712 -2.7502
C 1.5316 -0.6451 -3.5077
C 2.6070 -0.7230 -4.5939
C 4.0286 -0.7644 -4.0322
C 4.3506 -2.0700 -3.3168
C 1.2351 1.8151 -3.1882
C 0.7539 2.2608 -4.4055
C 0.4740 3.6149 -4.5260
C 0.6582 4.4899 -3.4645
C 1.1233 4.0484 -2.2343
C 1.4170 2.7012 -2.1084
H 6.1263 1.1174 0.6442
H 4.4567 0.7578 1.0469
H 5.2975 2.0643 1.8855
H 4.5262 2.0049 -1.0701
H 5.5096 3.2709 -0.3360
H 3.3200 4.1534 -0.4258
H 3.5829 3.7248 1.2701
H 1.3298 3.0544 0.6035
H 2.2821 1.5970 0.9167
H 0.5356 -0.7131 -3.9546
H 1.6551 -1.4665 -2.7991
H 2.5140 0.1456 -5.2508
H 2.4225 -1.6192 -5.1917
H 4.1641 0.0648 -3.3347
H 4.7301 -0.6202 -4.8589
H 3.8024 -2.1370 -2.3798
H 5.4110 -2.1209 -3.0802
H 4.0920 -2.9244 -3.9402
H 0.5793 1.5836 -5.2253
H 0.1013 3.9942 -5.4647
H 0.4339 5.5372 -3.5976
H 1.2305 4.7286 -1.4053